The following is a quantum chemistry calculation of a structure of composition C30H28HfN2OS5Si, from the Open Molecules 2025 dataset.

Calculated values
**E_tot**: -99941.1019 eV
**LUMO level**: -6.7 eV
**ΔE to the lowest compared entry with this formula, charge and spin**: 2.4 kJ/mol
**HOMO**: -0.4742 Ha
**Charge**: +2

The geometry in XYZ format:
```
68
Properties=species:S:1:pos:R:3:forces:R:3
Hf 0.421601 0.037630 -0.835735 -0.07 0.19 0.01
C -2.289459 -2.946271 -2.572475 -0.06 0.00 -0.03
C -1.649070 -1.609695 -2.650506 -0.09 0.39 0.05
O -1.076175 -1.099797 -1.639719 0.14 -0.35 0.08
N -1.666485 -0.893003 -3.757572 -0.10 -0.07 -0.07
C -0.899248 0.350166 -3.893634 0.06 -0.09 0.14
C -1.404527 1.499041 -3.039371 0.02 -0.12 0.07
C -2.348319 2.375350 -3.526244 -0.04 0.05 -0.04
C -2.809722 3.413930 -2.722364 0.02 -0.03 -0.01
C -2.317266 3.533447 -1.436383 -0.01 0.00 0.00
C -1.374103 2.620282 -1.004589 0.02 -0.02 0.02
N -0.905212 1.630453 -1.783532 -0.20 0.13 -0.16
H -2.223481 -3.319919 -1.555209 -0.01 0.00 0.01
H -1.777258 -3.634003 -3.248231 0.00 0.00 0.01
H -3.334810 -2.886385 -2.878912 0.01 -0.01 -0.01
H -2.148623 -1.262638 -4.564853 0.05 -0.01 -0.02
H -0.920894 0.621573 -4.945809 -0.03 0.08 0.01
H 0.140480 0.115375 -3.640694 -0.02 0.02 -0.05
H -2.721564 2.249901 -4.533976 0.00 0.03 0.00
H -3.544168 4.112599 -3.100613 0.00 -0.01 0.00
H -2.652269 4.312142 -0.766424 0.00 0.00 0.00
H -0.999222 2.672686 0.011958 0.02 -0.02 -0.04
C 2.290730 2.157511 -3.375715 0.00 -0.08 -0.03
S 2.410453 1.659362 -1.632660 0.12 0.40 -0.06
C 3.662478 0.440669 -1.615887 0.06 -0.07 0.17
C 3.414119 -0.883201 -1.724154 -0.07 0.10 -0.03
S 1.843601 -1.619002 -2.028212 0.04 -0.07 0.14
S 4.792063 -1.924043 -1.600510 0.01 -0.03 0.01
C 6.008201 -0.668684 -1.374929 0.00 0.00 -0.02
S 7.576276 -0.977724 -1.205388 0.02 -0.01 0.01
S 5.316981 0.942201 -1.355991 -0.06 -0.02 0.03
H 1.823027 3.139829 -3.395928 -0.02 -0.01 0.00
H 1.731995 1.445561 -3.975241 0.06 -0.04 0.00
H 3.307835 2.234070 -3.753895 0.00 0.04 0.01
C 0.378787 -4.967557 2.399829 0.01 -0.02 -0.01
C 1.281004 -4.212975 1.659793 -0.07 0.02 0.05
C 1.051121 -2.857444 1.485728 0.12 -0.07 0.04
C -0.073296 -2.229599 2.033016 0.07 0.02 0.12
C -0.962764 -3.005518 2.777762 -0.11 0.03 -0.09
C -0.738796 -4.364049 2.958340 0.00 -0.02 0.01
Si -0.293918 -0.403098 1.725233 0.03 -0.52 -0.17
C 1.268950 0.502297 2.231846 -0.06 0.05 0.09
C 1.558060 1.661030 1.507059 0.01 0.19 -0.24
C 2.729473 2.394469 1.695114 0.03 -0.05 0.06
C 3.642048 1.950335 2.633747 0.02 0.01 -0.01
C 3.382605 0.793674 3.370012 0.02 0.02 -0.03
C 2.217525 0.075391 3.169134 0.06 -0.16 -0.11
C -1.910367 0.295777 2.326646 0.07 0.17 0.05
C -2.091999 0.643415 3.668754 0.02 0.04 0.03
C -3.304216 1.149562 4.114737 -0.01 0.00 -0.02
C -4.356436 1.318696 3.224747 0.00 0.00 -0.01
C -4.198130 0.976258 1.888784 0.00 0.00 0.01
C -2.982959 0.472177 1.447667 -0.03 -0.04 -0.04
H 0.553346 -6.024974 2.548748 -0.01 0.00 0.00
H 2.161497 -4.677460 1.235245 0.00 0.00 0.00
H 1.792300 -2.282305 0.933479 -0.02 0.02 0.01
H -1.842437 -2.548301 3.217177 0.01 0.00 0.01
H -1.435222 -4.953505 3.540018 0.00 0.01 0.01
H 0.797860 2.095821 0.841885 -0.04 -0.06 0.03
H 2.914108 3.303226 1.137096 0.00 -0.01 -0.02
H 4.555747 2.504146 2.803120 0.00 0.00 0.00
H 4.102673 0.457401 4.104493 -0.01 0.00 0.01
H 2.042777 -0.832771 3.733783 -0.01 0.01 0.01
H -1.281304 0.521606 4.378957 0.01 0.00 -0.01
H -3.429926 1.411231 5.156871 0.00 0.00 0.00
H -5.301425 1.713303 3.573721 0.00 -0.01 0.00
H -5.023806 1.092854 1.198321 0.00 0.00 0.00
H -2.880877 0.187452 0.402511 0.01 0.00 0.00
```
Forces are in eV/Å.

The following is a quantum chemistry calculation of a structure of composition C30H28N3OPPtSSbSe4 at a distorted geometry, from the Open Molecules 2025 dataset.

Calculated values
**E_tot**: -329381.3429 eV
**LUMO level (spin up / spin down)**: 1.4 / 1.4 eV
**ΔE to the lowest compared entry with this formula, charge and spin**: 240.1 kJ/mol
**HOMO (spin up / spin down)**: -0.1442 / -0.1442 Ha
**Charge**: -1

The geometry in XYZ format:
```
70
Properties=species:S:1:pos:R:3:forces:R:3
Pt -0.133178 -0.558759 -0.350227 -1.62 1.55 0.86
Se 1.786149 -5.273080 -1.552248 0.57 1.04 0.39
Sb 2.404466 -2.871072 -1.446336 -1.16 0.19 -0.44
Se 0.190631 -1.690905 -2.313029 1.21 -1.23 -0.40
Se 1.772547 -0.877920 0.810897 2.32 -1.78 -0.51
Se 4.158424 -2.119287 -3.031618 -0.36 -0.08 0.75
O -0.864025 1.657756 0.425571 0.09 -0.41 -0.61
P -1.135308 2.425745 1.659401 -0.05 0.38 1.09
C -2.297563 1.507877 2.724606 0.38 0.34 -0.24
C -2.051482 1.202082 4.053893 0.11 0.09 0.01
C -2.949660 0.418548 4.756358 -0.07 -0.09 0.14
C -4.095790 -0.053644 4.139047 0.05 0.01 0.10
C -4.348673 0.261822 2.814692 -0.14 -0.02 -0.07
C -3.451383 1.036947 2.107387 0.05 0.09 -0.11
C 0.359247 2.784031 2.622611 -0.65 -0.09 -0.19
C 0.798354 4.070896 2.893144 -0.07 0.01 -0.01
C 2.007281 4.247573 3.542169 0.09 0.14 0.02
C 2.763045 3.154215 3.931133 0.02 -0.02 0.00
C 2.315710 1.869831 3.673253 0.00 -0.02 0.00
C 1.116306 1.688755 3.015148 -0.11 -0.15 -0.03
C -1.935270 4.016088 1.300697 0.27 -0.44 0.20
C -2.936064 4.557637 2.095341 0.01 -0.01 0.01
C -3.476688 5.788840 1.764450 -0.09 0.04 0.11
C -3.014641 6.474958 0.653977 -0.04 0.10 -0.01
C -2.005239 5.940400 -0.129525 0.04 0.03 -0.04
C -1.463720 4.709290 0.195023 0.05 0.01 -0.08
H -1.152458 1.564581 4.532632 0.04 0.00 0.04
H -2.748745 0.167397 5.786389 0.02 -0.03 0.12
H -4.789195 -0.671320 4.689707 -0.07 -0.06 0.06
H -5.241391 -0.105787 2.331779 -0.09 -0.04 -0.07
H -3.626705 1.281516 1.066805 -0.07 -0.06 -0.07
H 0.207782 4.925528 2.591723 0.02 0.05 -0.04
H 2.373332 5.245267 3.724133 0.04 0.15 0.06
H 3.712342 3.299970 4.424185 0.09 0.05 0.05
H 2.905201 1.011581 3.955222 0.07 -0.09 0.02
H 0.762562 0.692754 2.783863 0.07 -0.12 0.01
H -3.285676 4.021845 2.967139 -0.06 -0.04 0.04
H -4.254921 6.219016 2.378555 -0.07 0.01 0.04
H -3.439361 7.436773 0.403836 -0.03 0.07 -0.03
H -1.635656 6.487559 -0.983176 0.05 0.03 -0.11
H -0.665504 4.273963 -0.387759 0.08 0.01 -0.15
N 4.008363 0.757026 -0.907315 0.36 -0.30 -0.49
C 2.938531 1.493826 -1.231196 0.37 0.37 0.10
S 2.595484 2.831902 -0.286834 -0.05 0.45 0.44
N 2.281904 1.108463 -2.351717 0.61 -0.42 -0.26
C 1.291868 1.761090 -3.082522 -0.12 0.24 0.05
C 0.444838 2.721220 -2.533114 -0.10 -0.02 0.17
C -0.487238 3.362108 -3.328889 0.01 -0.06 -0.13
C -0.601010 3.045225 -4.671369 -0.20 0.08 -0.20
C 0.212017 2.061171 -5.214507 -0.03 0.01 0.01
C 1.151129 1.421328 -4.429883 0.06 -0.01 0.13
H 4.472177 0.950417 -0.035444 -0.29 0.05 -0.10
H 4.248461 -0.099302 -1.406149 -0.13 0.06 -0.01
H 2.713074 0.325166 -2.850067 -0.18 0.00 0.25
H 0.533863 2.956123 -1.485973 -0.02 -0.10 -0.07
H -1.129763 4.120344 -2.897081 -0.03 0.01 0.04
H -1.321614 3.557837 -5.293325 -0.06 0.02 -0.06
H 0.117794 1.794740 -6.258231 0.00 -0.02 -0.05
H 1.784912 0.653851 -4.852663 0.06 -0.08 0.00
C -4.842910 -0.644943 -1.191248 0.36 -0.01 0.08
C -4.235083 -1.535483 -0.313990 -0.38 0.20 -0.29
C -2.874101 -1.450755 -0.119938 0.19 -0.30 0.16
N -2.111553 -0.550210 -0.748499 -1.12 -0.01 -0.49
C -2.692814 0.323435 -1.570673 0.06 0.21 -0.18
C -4.051270 0.315095 -1.809770 -0.40 -0.12 0.10
H -5.899592 -0.711918 -1.401482 -0.11 0.06 0.03
H -4.811693 -2.293683 0.195669 0.05 -0.05 0.04
H -2.360514 -2.138294 0.546786 0.03 0.15 -0.16
H -2.034922 1.035218 -2.054506 0.04 -0.02 0.04
H -4.485691 1.044150 -2.476009 0.03 0.04 -0.11
```
Forces are in eV/Å.

The following is a quantum chemistry calculation of a structure of composition C30H28N7OsSSe at a distorted geometry, from the Open Molecules 2025 dataset.

Calculated values
**E_tot**: -120618.9495 eV
**LUMO level (spin up / spin down)**: -11.4 / -11.4 eV
**HOMO (spin up / spin down)**: -0.6162 / -0.6155 Ha
**Charge**: +3

The geometry in XYZ format:
```
68
Properties=species:S:1:pos:R:3:forces:R:3
Os -0.278324 0.463728 0.258973 -1.71 0.64 -0.85
C 0.218090 -1.367430 -2.308224 -0.11 0.00 -0.22
C 0.946345 -0.243853 -2.997050 0.12 -0.08 0.08
C 0.396358 1.134752 -2.829907 0.03 0.02 -0.03
C 0.470488 1.978479 -3.933996 0.01 0.01 -0.01
C 0.157711 3.315279 -3.824036 -0.01 0.06 -0.02
C -0.224126 3.783802 -2.577041 0.05 -0.04 0.00
C -0.299330 2.893222 -1.532844 0.12 0.04 -0.21
N -0.034884 1.564477 -1.628423 -0.22 0.30 0.15
N 0.453210 -1.443475 -0.848534 -0.43 1.46 1.31
C -0.444443 -2.453962 -0.261886 0.14 -0.58 0.05
C -1.855067 -2.003717 -0.404154 -0.11 -0.16 0.05
C -2.886676 -2.884803 -0.660591 0.01 -0.01 0.03
C -4.188085 -2.409141 -0.693608 -0.03 0.02 0.00
C -4.401611 -1.055957 -0.489928 0.02 -0.02 -0.04
C -3.315273 -0.230718 -0.279984 -0.02 -0.12 -0.11
N -2.058618 -0.689509 -0.231557 0.05 0.69 0.14
C 1.875999 -1.685884 -0.528918 0.16 -0.34 0.04
C 2.577248 -0.477560 0.008969 0.08 -0.06 -0.03
C 3.949901 -0.478018 0.204005 0.02 -0.01 0.00
C 4.555781 0.615350 0.795879 -0.02 0.03 0.01
C 3.771572 1.708442 1.150862 0.01 -0.07 -0.02
C 2.418334 1.654495 0.908526 0.14 0.06 -0.07
N 1.824695 0.568900 0.361383 -0.34 1.06 0.34
H 0.541684 -2.308467 -2.764001 -0.03 -0.10 0.19
H -0.854119 -1.274369 -2.474813 0.00 -0.02 0.00
H 0.960639 -0.473929 -4.061277 0.06 -0.01 0.00
H 1.994967 -0.212166 -2.680888 0.03 -0.06 -0.10
H 0.800377 1.572564 -4.880382 0.02 -0.03 0.02
H 0.237189 3.978855 -4.674728 -0.04 -0.02 -0.01
H -0.458287 4.825686 -2.409486 0.02 0.00 0.04
H -0.571406 3.258674 -0.561752 0.03 0.02 -0.01
H -0.208655 -2.559296 0.799118 0.07 0.00 -0.02
H -0.310015 -3.430047 -0.737095 0.09 0.02 -0.02
H -2.670347 -3.932122 -0.822465 0.01 0.00 0.01
H -5.014981 -3.080970 -0.881528 0.00 0.00 0.01
H -5.398465 -0.637935 -0.493578 0.01 0.03 -0.06
H -3.456175 0.824928 -0.140875 -0.04 -0.05 0.06
H 2.408910 -2.050184 -1.409829 -0.07 -0.06 -0.02
H 1.951797 -2.481893 0.215843 -0.10 -0.02 -0.01
H 4.531923 -1.341625 -0.091245 -0.01 0.00 -0.01
H 5.621564 0.617315 0.982054 0.01 0.01 -0.03
H 4.202337 2.585690 1.612197 -0.01 0.01 -0.02
H 1.771923 2.483527 1.161570 -0.02 -0.03 -0.02
Se -3.880626 -0.226303 3.888497 -0.05 0.01 -0.10
N -2.668683 -0.529847 5.100628 0.14 -0.06 0.29
C -1.490113 -0.535234 4.503332 -0.05 0.07 -0.30
C -0.249516 -0.732780 5.158988 -0.03 -0.03 0.02
C 0.860242 -0.726245 4.376022 0.05 -0.06 0.14
C 0.758235 -0.497081 2.987357 -0.07 -0.06 -0.10
N -0.355299 -0.256170 2.312569 0.18 -0.25 0.09
C -1.520197 -0.295426 3.073815 -0.09 -0.04 0.14
N -2.716707 -0.097660 2.560526 0.04 -0.02 -0.08
H -0.215038 -0.878773 6.230628 -0.01 -0.04 -0.01
H 1.840179 -0.886615 4.802580 0.02 0.00 -0.06
H 1.672555 -0.515624 2.412734 0.01 0.05 0.02
S -1.624195 2.306730 1.369517 1.66 -2.49 -0.23
C -2.997593 3.046672 0.707640 0.15 0.14 -0.57
C -3.809662 3.770099 1.619336 0.17 -0.08 0.04
C -4.934716 4.417456 1.166075 -0.12 0.08 -0.05
C -5.276542 4.355803 -0.185079 0.12 -0.07 0.04
C -4.487092 3.640355 -1.095776 -0.05 0.04 -0.05
C -3.354103 2.996526 -0.665988 0.02 0.25 0.10
H -3.527383 3.809726 2.663757 0.00 0.01 0.00
H -5.548691 4.985286 1.851571 0.00 -0.03 0.02
H -6.158270 4.874339 -0.539248 -0.01 0.00 0.01
H -4.764358 3.614239 -2.140952 -0.01 -0.01 0.00
H -2.719981 2.475792 -1.369186 -0.06 -0.05 0.00
```
Forces are in eV/Å.

What is the E_tot in the third record?
-120618.9495 eV

Which of these has the highest charge?
C30H28N7OsSSe

Number 2 is which compound?
C30H28N3OPPtSSbSe4